{
  "formula": "C26H21FN2O4PSe2Ti",
  "method": "ωB97M-V/def2-TZVPD",
  "orbital_gap_ha": 0.2817,
  "de_lowest_ev": 0.057,
  "charge": 1,
  "molar_mass_g_mol": 681.22,
  "elements": ["Ti", "Se", "P", "Se", "C", "C", "C", "C", "C", "C", "C", "C", "C", "C", "C", "C", "H", "H", "H", "H", "H", "H", "H", "H", "H", "H", "C", "C", "C", "C", "C", "C", "C", "F", "C", "C", "C", "O", "C", "C", "N", "C", "C", "O", "O", "H", "H", "H", "H", "H", "H", "H", "H", "H", "H", "H", "O", "N"],
  "positions_angstrom": [[0.8222, 0.8688, -0.8418], [-0.7938, -0.9009, -1.8492], [-0.8150, 0.2327, -3.6852], [0.1250, 2.2010, -3.2292], [-2.4663, 0.5934, -4.2849], [-3.5054, -0.2937, -4.0166], [-4.7654, -0.0443, -4.5353], [-4.9887, 1.0867, -5.3082], [-3.9548, 1.9759, -5.5662], [-2.6902, 1.7318, -5.0572], [0.1665, -0.5433, -4.9797], [0.7078, -1.8118, -4.8050], [1.4371, -2.3920, -5.8328], [1.6255, -1.7088, -7.0224], [1.0885, -0.4381, -7.1966], [0.3602, 0.1466, -6.1783], [-3.3345, -1.1678, -3.4016], [-5.5753, -0.7309, -4.3302], [-5.9755, 1.2813, -5.7063], [-4.1333, 2.8621, -6.1597], [-1.8892, 2.4343, -5.2557], [0.5655, -2.3375, -3.8704], [1.8611, -3.3779, -5.6999], [2.1976, -2.1632, -7.8203], [1.2434, 0.0959, -8.1241], [-0.0449, 1.1421, -6.3126], [-0.3551, 2.0311, 6.3944], [0.6432, 0.9212, 6.1235], [0.2933, -0.3550, 6.8706], [1.3986, -1.3799, 6.6955], [1.7119, -1.5805, 5.2390], [2.3219, -2.7325, 4.8049], [2.5936, -2.9309, 3.4505], [3.1930, -4.0690, 3.0934], [2.2551, -2.0153, 2.5003], [1.6206, -0.8340, 2.9154], [1.2253, 0.1441, 1.9388], [1.5272, -0.0612, 0.6905], [0.5566, 1.2820, 2.3838], [0.3933, 1.4708, 3.7446], [0.7678, 0.5960, 4.6648], [1.3649, -0.6040, 4.2794], [0.0257, 2.3661, 1.4830], [-0.1730, 3.4725, 1.9045], [-0.2433, 1.9671, 0.2475], [-0.4491, 2.1338, 7.4743], [-1.3413, 1.7905, 5.9939], [-0.0389, 2.9998, 6.0110], [1.6415, 1.2473, 6.4312], [-0.6606, -0.7406, 6.4998], [0.1597, -0.1137, 7.9243], [1.1201, -2.3361, 7.1383], [2.2991, -1.0419, 7.2167], [2.5927, -3.5088, 5.5093], [2.4623, -2.1861, 1.4544], [-0.0587, 2.3928, 4.0752], [2.2127, 1.8198, -1.5046], [1.6719, 1.1125, -2.5788]],
  "nbo_charge": [1.48, -0.34, 1.07, 0.26, -0.34, -0.20, -0.19, -0.17, -0.19, -0.22, -0.46, -0.17, -0.20, -0.16, -0.22, -0.12, 0.23, 0.23, 0.23, 0.23, 0.22, 0.24, 0.23, 0.23, 0.23, 0.21, -0.63, -0.03, -0.41, -0.43, 0.00, -0.21, 0.41, -0.30, -0.25, -0.05, 0.48, -0.68, -0.31, 0.18, -0.29, 0.15, 0.79, -0.55, -0.72, 0.25, 0.23, 0.23, 0.21, 0.22, 0.24, 0.24, 0.23, 0.24, 0.26, 0.26, -0.48, -0.39]
}

{
  "formula": "C12H24F6N6O9S2Tc",
  "method": "ωB97M-V/def2-TZVPD",
  "s2": 0.7610,
  "orbital_gap_ha": [0.1250, 0.1235],
  "charge": 4,
  "spin_multiplicity": 2,
  "molar_mass_g_mol": 672.48,
  "elements": ["Tc", "N", "C", "C", "C", "C", "N", "C", "N", "N", "C", "O", "O", "H", "H", "H", "H", "H", "H", "H", "H", "H", "H", "H", "H", "H", "H", "F", "C", "F", "F", "S", "O", "O", "N", "S", "O", "O", "C", "F", "F", "F", "C", "O", "C", "C", "O", "C", "H", "H", "H", "H", "H", "H", "H", "H", "H", "H", "O", "N"],
  "positions_angstrom": [[1.3007, 0.6758, 0.3377], [-0.8199, 0.1723, 0.5120], [-1.1335, -1.1868, 0.0583], [-2.5765, -1.5116, -0.3493], [-3.4406, -2.1227, 0.7788], [-4.3544, -3.2519, 0.2616], [-5.1389, -3.8412, 1.3076], [-6.4112, -4.3239, 1.2554], [-6.8929, -4.8853, 2.3545], [-7.1628, -4.2240, 0.1753], [-0.0977, -1.4256, -1.1810], [-0.4406, -2.0791, -2.1070], [1.0123, -0.8736, -0.8893], [-1.1589, 0.3236, 1.4659], [-1.3015, 0.8872, -0.0697], [-0.7664, -1.9084, 0.8019], [-2.5040, -2.2292, -1.1764], [-3.0664, -0.6250, -0.7563], [-4.0789, -1.3485, 1.2147], [-2.8073, -2.5082, 1.5831], [-3.7070, -4.0336, -0.1740], [-4.9999, -2.8921, -0.5446], [-4.6575, -3.9904, 2.1907], [-6.3475, -5.0327, 3.1940], [-7.8392, -5.2504, 2.3814], [-6.8523, -3.8742, -0.7199], [-8.1091, -4.5893, 0.1840], [1.2517, 5.3473, 2.2839], [2.3559, 4.9727, 1.6996], [2.9830, 5.9657, 1.1381], [3.1462, 4.3383, 2.5557], [1.9490, 3.6232, 0.4209], [1.3758, 2.5256, 1.2438], [3.1476, 3.1843, -0.2211], [0.8192, 4.1497, -0.5445], [0.1026, 2.9723, -1.3094], [-1.1602, 2.5547, -0.7865], [1.0210, 1.8249, -1.3357], [-0.0116, 3.4562, -3.1350], [-0.6637, 2.4658, -3.7157], [1.2442, 3.4663, -3.5465], [-0.5926, 4.6028, -3.3193], [4.3879, 1.1777, 2.3099], [4.0776, 0.7857, 0.9949], [5.1565, 0.5081, 0.1495], [4.9568, 1.1266, -1.2622], [3.8493, 0.5938, -1.8944], [3.9493, 0.1518, -3.2016], [5.1697, 1.9487, 2.3358], [4.7680, 0.3211, 2.8931], [3.4751, 1.5387, 2.7871], [5.2254, -0.5849, 0.0047], [6.1017, 0.8701, 0.5731], [5.8856, 1.0273, -1.8382], [4.7373, 2.1997, -1.0705], [4.5012, 0.8522, -3.8485], [2.9395, -0.0357, -3.5708], [4.5243, -0.7933, -3.2587], [1.9965, -0.9000, 2.6435], [1.6845, -0.2884, 1.7355]],
  "nbo_charge": [1.37, -0.68, -0.10, -0.44, -0.41, -0.21, -0.57, 0.69, -0.74, -0.75, 0.77, -0.40, -0.52, 0.45, 0.47, 0.24, 0.28, 0.25, 0.24, 0.20, 0.21, 0.22, 0.41, 0.43, 0.44, 0.43, 0.44, -0.25, 0.86, -0.23, -0.28, 2.16, -0.87, -0.91, -1.10, 2.19, -0.91, -0.97, 0.84, -0.27, -0.28, -0.23, -0.28, -0.56, -0.06, -0.14, -0.15, -0.31, 0.23, 0.22, 0.20, 0.23, 0.26, 0.26, 0.34, 0.28, 0.25, 0.30, 0.02, 0.40]
}